(1)
This record from the Open Molecules 2025 dataset describes a structure of composition C28H50F24KN4O26S8. The level of theory is ωB97M-V/def2-TZVPD.

Total charge: -2
Electronic energy (Ha): -9453.8329
Largest force on an atom (eV/Å): 7.60
Spin multiplicity: 2
Kohn-Sham gap (alpha / beta) (eV): 6.67 / 2.23

Last column: Löwdin charge in e.
Positions of all 141 atoms, in Å:
K  0.676  -6.122  14.426  0.8565
S  7.463  -5.013  10.763  0.5578
S  8.428  -5.584  8.457  0.8175
S  -0.129  -2.018  10.549  0.5440
S  5.538  -7.071  24.835  0.6953
S  3.300  -7.389  16.849  0.6758
S  0.750  -2.239  12.897  0.7721
S  1.927  -5.485  17.848  0.5709
S  5.732  -5.435  22.888  0.5459
F  7.872  -7.210  6.452  0.2029
F  0.037  -3.701  18.481  0.1387
F  8.834  -8.275  8.001  0.1592
F  5.702  -7.954  15.904  0.1583
F  3.853  -5.343  26.076  0.1242
F  3.665  -4.649  21.313  0.1189
F  4.054  -7.239  27.065  0.0950
F  -0.639  -5.107  17.026  0.0504
F  4.864  -6.518  14.676  0.1561
F  6.691  -7.605  8.078  0.1761
F  -1.786  -0.104  9.522  0.1040
F  -0.257  -0.981  15.242  0.1280
F  1.884  -0.907  14.975  0.1344
F  0.683  0.266  13.648  0.1371
F  -1.178  -1.538  8.108  0.1269
F  6.908  -4.310  13.285  0.1058
F  9.104  -4.984  12.870  0.1201
F  2.848  -7.050  25.179  0.1202
F  5.058  -6.085  20.379  0.1281
F  7.391  -6.384  13.155  0.1795
F  5.506  -5.949  16.659  0.2237
F  -2.758  -2.040  9.635  0.0809
F  5.543  -3.950  20.648  0.1092
F  0.843  -3.440  16.389  0.0902
O  2.134  -2.091  12.337  -0.3218
O  1.439  -6.382  18.929  -0.3117
O  3.002  -4.603  18.381  -0.3141
O  -4.500  -3.126  14.763  -0.1784
O  7.157  -5.480  22.452  -0.3481
O  7.862  -3.643  10.501  -0.2025
O  0.758  -8.264  21.633  -0.1599
O  6.627  -6.313  25.481  -0.3334
O  9.851  -5.428  8.094  -0.2843
O  7.398  -4.621  7.915  -0.2892
O  -5.457  -2.299  11.988  -0.1978
O  3.659  -7.562  18.220  -0.2644
O  2.094  -10.542  20.024  -0.1613
O  7.937  -10.325  12.607  -0.2014
O  0.554  -3.568  13.531  -0.4408
O  5.659  -8.500  25.062  -0.3394
O  5.239  -4.454  23.849  -0.3459
O  1.051  -1.260  10.047  -0.3360
O  -0.131  -3.500  10.335  -0.3571
O  3.100  0.327  18.319  -0.1814
O  2.835  -8.609  16.208  -0.3297
O  2.097  -7.189  12.110  -0.2466
O  9.976  -11.412  10.618  -0.2039
O  5.539  1.611  18.421  -0.1918
O  1.258  -9.736  11.233  -0.1764
O  6.034  -5.262  10.394  -0.1405
N  2.178  -6.109  16.481  -0.4313
N  5.029  -6.747  23.191  -0.2891
N  -0.624  -1.688  11.928  -0.2848
N  8.295  -6.109  10.189  -0.1415
C  7.919  -7.348  7.714  -0.7148
C  0.729  -0.870  14.325  -0.6235
C  -0.024  -7.043  21.813  -0.0766
C  2.979  -8.311  11.874  -0.1834
C  2.366  -0.926  18.472  -0.0677
C  4.936  -5.023  21.172  -0.6558
C  -6.292  -2.239  13.172  -0.1591
C  7.762  -5.231  12.688  -0.5517
C  2.295  -9.550  12.155  -0.2427
C  2.535  -5.863  11.703  -0.0550
C  -5.827  -1.587  10.834  -0.1200
C  8.548  -11.655  12.579  -0.1602
C  0.483  -10.932  11.443  -0.0894
C  6.975  -9.950  13.611  -0.0898
C  -1.558  -1.417  9.378  -0.6046
C  6.260  0.547  19.086  -0.0765
C  0.875  -10.516  20.679  -0.2411
C  0.442  -4.310  17.369  -0.5643
C  -5.815  -3.255  14.244  -0.1943
C  3.936  -6.645  25.849  -0.6346
C  2.065  -10.568  18.548  -0.0629
C  -4.020  -4.095  15.741  -0.0748
C  3.867  0.358  17.102  -0.1913
C  0.072  -9.214  20.847  -0.2371
C  8.913  -12.192  11.190  -0.2040
C  5.000  -6.857  15.929  -0.7213
C  10.439  -11.899  9.323  -0.0745
C  5.039  1.447  17.132  -0.2001
H  9.158  -13.252  11.116  0.1118
H  -3.217  -3.727  16.380  0.0805
H  -0.074  -10.909  12.379  0.0792
H  -6.294  -0.626  11.050  0.0825
H  1.534  -9.722  18.112  0.0626
H  6.357  -10.825  13.813  0.0762
H  8.029  -12.232  10.553  0.1159
H  2.892  -10.459  12.073  0.1312
H  1.138  -11.803  11.475  0.0821
H  -0.230  -6.473  20.907  0.0701
H  -0.964  -7.318  22.292  0.0693
H  7.298  0.786  19.320  0.0710
H  0.457  -6.445  22.588  0.0872
H  7.811  -12.259  13.108  0.1087
H  9.643  -11.595  8.645  0.0828
H  3.899  -8.205  12.450  0.1224
H  -6.021  -4.226  13.793  0.1199
H  5.835  1.219  16.424  0.1153
H  -0.045  -8.808  19.843  0.1075
H  1.164  -10.682  21.717  0.1241
H  -4.843  -4.367  16.403  0.0726
H  5.990  0.150  20.065  0.0859
H  3.464  -5.738  12.259  0.0832
H  0.190  -11.305  20.368  0.1134
H  9.391  -11.736  13.265  0.1191
H  -6.546  -2.159  10.247  0.0767
H  -0.956  -9.428  21.138  0.1130
H  10.553  -12.981  9.385  0.0758
H  3.034  -1.755  18.240  0.0783
H  -3.722  -5.085  15.395  0.0762
H  2.680  -5.723  10.632  0.1006
H  1.416  -0.924  17.937  0.0732
H  -6.425  -1.192  13.444  0.1173
H  -4.975  -1.493  10.161  0.0700
H  11.406  -11.432  9.137  0.0859
H  3.127  -10.515  18.307  0.0847
H  6.263  -9.263  13.154  0.0736
H  7.372  -9.657  14.583  0.0848
H  4.427  -0.565  16.954  0.1039
H  6.287  -0.314  18.419  0.0819
H  -6.421  -3.139  15.143  0.1155
H  3.276  0.529  16.202  0.0985
H  4.569  2.387  16.843  0.1116
H  -0.352  -11.061  10.755  0.0836
H  1.828  -9.568  13.139  0.1309
H  2.178  -1.065  19.536  0.0880
H  1.585  -11.461  18.150  0.0745
H  3.181  -8.342  10.803  0.1366
H  -7.247  -2.576  12.769  0.1126
H  1.848  -5.078  12.020  0.0499

---

(2)
This record from the Open Molecules 2025 dataset describes a structure of composition C28H50MoP2Si. The level of theory is ωB97M-V/def2-TZVPD.

Total charge: +2
Electronic energy (Ha): -2136.5811
Largest force on an atom (eV/Å): 2.88
Spin multiplicity: 3
Kohn-Sham gap (alpha / beta) (eV): 6.27 / 5.89

Last column: Löwdin charge in e.
Positions of all 82 atoms, in Å:
Mo  0.630  1.132  1.284  1.3223
P  2.025  0.507  -1.203  0.8016
P  1.922  -1.307  -3.620  0.9285
Si  -3.997  3.169  0.775  0.4264
C  0.240  -4.127  -0.876  -0.1652
C  -0.702  0.202  3.181  -0.2460
C  1.287  -1.424  -1.088  -0.3807
C  3.837  0.338  -0.998  -0.2082
C  3.613  -1.680  -4.172  -0.1590
C  -4.968  2.702  2.321  -0.1783
C  1.132  -3.778  -2.105  -0.1307
C  -4.923  2.471  -0.702  -0.1833
C  -1.013  -1.748  -2.184  -0.1759
C  0.135  1.322  3.474  -0.3246
C  -2.175  0.229  3.301  -0.0041
C  2.685  -1.272  2.512  -0.0350
C  0.102  -0.890  2.776  -0.2037
C  -3.927  5.029  0.619  -0.1808
C  1.477  -0.447  2.787  -0.2954
C  1.623  2.322  -1.276  -0.2426
C  -0.388  2.634  3.929  -0.0118
C  -1.116  2.030  0.817  -0.2534
C  2.691  1.751  3.641  -0.0216
C  -2.278  2.507  0.823  -0.1607
C  -1.803  -2.939  -1.713  -0.0732
C  -1.231  -3.984  -1.085  -0.0912
C  -0.211  -1.104  -1.052  -0.2358
C  1.922  0.397  -3.078  -0.3784
C  1.823  -2.372  -2.152  -0.3769
C  -0.481  -2.209  2.422  -0.0121
C  0.936  -1.641  -5.092  -0.1465
C  1.502  0.915  3.295  -0.3525
H  1.643  -1.844  -5.909  0.0691
H  -1.692  -0.981  -2.587  0.1278
H  -5.384  1.687  2.243  0.0370
H  -4.899  5.460  0.888  0.0439
H  -5.775  3.119  -0.961  0.0473
H  3.582  1.500  3.050  0.0847
H  -2.872  -2.936  -1.948  0.1159
H  2.794  0.929  -3.498  0.0893
H  2.328  2.871  -0.643  0.0579
H  1.952  -4.514  -2.096  0.1224
H  4.119  -0.653  -0.619  0.0541
H  -0.449  -0.019  -1.052  0.0710
H  2.885  -2.547  -1.906  0.1209
H  3.353  -1.314  3.382  0.1045
H  -0.994  3.102  3.139  0.0711
H  -4.235  2.425  -1.558  0.0275
H  -2.490  0.628  4.274  0.1076
H  -5.805  3.409  2.411  0.0447
H  0.299  -2.525  -4.996  0.0691
H  -0.614  -1.434  -0.080  0.0802
H  4.379  -1.161  -3.583  0.0614
H  -5.299  1.460  -0.494  0.0337
H  -0.328  -2.023  -2.998  0.0496
H  2.431  -2.310  2.262  0.0817
H  3.277  -0.870  1.680  0.0592
H  2.937  1.617  4.701  0.1092
H  -3.155  5.448  1.275  0.0344
H  1.733  2.672  -2.318  0.0637
H  0.614  -3.956  -3.057  0.1146
H  -1.125  -2.113  1.533  0.0791
H  3.673  -1.385  -5.225  0.0677
H  4.169  1.097  -0.278  0.0541
H  0.323  -0.783  -5.395  0.0804
H  -4.363  2.763  3.237  0.0279
H  2.460  2.816  3.493  0.0843
H  4.371  0.513  -1.946  0.0509
H  0.258  -2.994  2.237  0.0810
H  0.430  3.303  4.203  0.0860
H  3.758  -2.764  -4.092  0.0806
H  0.450  -5.178  -0.616  0.1282
H  -1.041  2.504  4.800  0.1038
H  1.017  0.933  -3.396  0.0809
H  -1.144  -2.572  3.223  0.1121
H  -2.588  0.887  2.526  0.0499
H  -2.613  -0.765  3.190  0.0907
H  0.587  2.491  -0.922  0.0064
H  1.634  -1.706  -0.077  0.0844
H  -1.824  -4.790  -0.637  0.1193
H  0.558  -3.541  -0.003  0.0903
H  -3.694  5.305  -0.416  0.0379

---

(3)
This record from the Open Molecules 2025 dataset describes a cluster of 3 separate species, C28H51BFIN2O6PS in total. The level of theory is ωB97M-V/def2-TZVPD.

Total charge: -1
Electronic energy (Ha): -2820.3054
ΔE to the lowest compared entry with this formula, charge and spin (eV): 5.478
Largest force on an atom (eV/Å): 3.70
Kohn-Sham gap (eV): 6.77

Last column: Löwdin charge in e.
Positions of all 92 atoms, in Å:
I  -3.508  -0.032  -3.766  0.7321
S  -0.720  2.562  -5.887  0.0950
P  -1.112  3.144  -4.052  0.4293
F  1.439  -0.893  0.123  -0.0900
O  -0.434  0.750  -3.305  -0.1143
O  1.330  2.271  -3.091  -0.1061
O  -1.634  0.910  -1.352  -0.0562
O  0.934  -0.634  3.959  0.0514
O  -0.459  -1.369  2.282  -0.0891
O  -2.413  5.851  1.418  -0.1271
N  -3.347  -5.263  -2.553  0.1648
N  4.746  3.645  1.636  0.1383
C  -3.375  -7.288  0.301  -0.2734
C  3.045  -2.507  2.569  0.0129
C  0.668  -1.512  3.107  -0.4046
C  -0.065  2.069  -2.833  -0.5169
C  -1.681  3.550  0.548  -0.1486
C  5.912  0.880  3.880  -0.1109
C  1.704  -2.721  3.002  -0.0492
C  -3.067  -1.985  -0.695  -0.2279
C  -3.256  -2.830  0.667  -0.2063
C  2.915  0.996  -0.279  -0.0412
C  -1.418  3.296  -1.038  -0.1383
C  -1.129  -1.453  -2.509  -0.1911
C  -2.138  -7.972  -0.273  -0.1143
C  -3.817  -5.999  -1.771  -0.2065
C  4.268  2.905  2.409  -0.2298
C  3.655  1.956  3.397  -0.1813
C  -1.512  -2.331  2.642  -0.1637
C  1.823  3.509  -2.537  -0.2069
C  -2.889  -1.883  1.922  -0.1371
C  -0.602  1.925  -1.312  -0.3306
C  -1.534  -2.149  -1.127  -0.2038
C  0.374  1.405  -0.162  -0.0276
C  3.141  5.671  -2.985  -0.1278
C  2.033  4.672  -3.631  -0.2121
C  -2.839  4.650  0.717  -0.2419
C  -4.413  -6.940  -0.768  -0.1869
C  4.685  1.575  4.462  -0.2655
C  1.473  0.351  -0.634  -0.2323
B  -1.603  0.138  -2.610  -1.2855
H  1.418  0.063  -1.728  0.1422
H  -3.715  -1.984  2.701  0.1051
H  -3.283  4.996  -0.277  0.1220
H  -2.506  2.858  -3.807  -0.0378
H  -1.588  -2.288  3.787  0.1289
H  -1.553  -1.991  -3.430  0.0637
H  -2.408  -8.894  -0.797  0.0743
H  0.802  2.304  0.401  0.1094
H  -4.752  -7.842  -1.283  0.1127
H  -5.282  -6.465  -0.308  0.1110
H  1.415  -3.783  3.270  0.1009
H  3.673  -1.631  2.953  0.0593
H  -0.870  -1.790  -0.275  0.0931
H  -2.706  -0.796  1.606  0.1214
H  6.455  1.532  3.192  0.0707
H  -2.447  3.290  -1.517  0.1117
H  -0.928  4.548  -3.844  -0.0353
H  2.673  6.046  -2.013  0.0764
H  3.447  6.501  -3.694  0.0682
H  -3.652  4.167  1.375  0.1171
H  -1.210  -3.395  2.367  0.1209
H  -1.988  2.547  0.995  0.1174
H  2.363  4.286  -4.645  0.1143
H  2.877  3.280  -2.138  0.1102
H  1.236  3.908  -1.650  0.1253
H  -2.485  -3.682  0.606  0.0842
H  2.792  2.437  3.863  0.1196
H  1.077  5.296  -3.758  0.0822
H  -1.607  -7.322  -0.972  0.0727
H  5.008  2.470  5.003  0.1094
H  2.855  1.728  0.590  0.0413
H  3.303  1.067  2.867  0.0963
H  -0.864  4.223  -1.401  0.1025
H  4.213  0.911  5.192  0.1089
H  -0.681  3.910  0.967  0.1071
H  3.425  1.458  -1.180  0.0716
H  4.021  5.011  -2.675  0.0703
H  -1.348  -3.278  -1.249  0.0979
H  5.628  -0.029  3.341  0.0640
H  -1.440  -8.227  0.527  0.0698
H  3.542  -3.246  1.860  0.0731
H  -3.066  -6.379  0.826  0.1008
H  6.604  0.600  4.677  0.0706
H  -1.645  5.575  1.964  0.0751
H  0.006  -1.457  -2.651  0.0952
H  -3.779  -2.323  -1.531  0.0838
H  -0.292  0.858  0.600  0.1352
H  -3.363  -0.909  -0.441  0.0985
H  -4.312  -3.273  0.740  0.1003
H  3.589  0.140  0.083  0.0819
H  -3.834  -7.948  1.042  0.1052

---

(4)
This record from the Open Molecules 2025 dataset describes a structure of composition C28H51BI2NO8S4. The level of theory is ωB97M-V/def2-TZVPD.

Total charge: -1
Electronic energy (Ha): -3966.5593
Largest force on an atom (eV/Å): 11.27
Kohn-Sham gap (eV): 3.30

Last column: Löwdin charge in e.
Positions of all 95 atoms, in Å:
I  0.133  3.022  -1.431  0.8690
I  0.605  -0.518  -5.232  0.9090
S  -4.172  -1.334  -0.299  0.6566
S  -3.562  -2.868  2.304  0.7584
S  -0.311  -2.908  -2.244  0.8054
S  -0.872  0.254  -0.125  0.6913
O  -1.685  -3.633  -1.929  -0.3773
O  2.074  1.307  0.748  -0.0031
O  7.740  0.566  2.275  -0.2559
O  0.048  -3.523  -3.657  -0.4301
O  -5.369  2.689  0.956  -0.2102
O  -0.601  -1.287  -2.194  -0.3292
O  3.555  -0.613  1.103  -0.1169
O  -9.630  1.025  0.948  -0.3217
N  -4.894  -0.152  2.080  -0.2299
C  6.237  2.031  -1.105  -0.2000
C  -10.250  -0.675  -0.497  -0.1212
C  1.442  -2.436  -0.074  -0.2598
C  0.603  -2.467  1.284  -0.1840
C  -3.942  1.001  2.288  -0.1502
C  3.214  -0.688  2.528  -0.1081
C  -6.088  1.514  0.381  -0.1812
C  0.918  -3.644  -1.062  -0.1650
C  4.681  2.243  -1.557  -0.2017
C  0.371  0.999  -2.381  -0.5676
C  -1.705  -2.697  2.646  -0.4545
C  -3.980  2.163  1.133  -0.1845
C  4.109  1.075  -2.601  -0.1697
C  0.308  -0.391  -1.524  -0.6076
C  -4.244  -1.355  1.434  -0.8817
C  2.875  -1.347  -1.934  -0.1251
C  -6.190  0.251  1.419  -0.1735
C  6.595  2.649  1.490  -0.1753
C  6.562  3.269  -0.026  -0.2232
C  0.482  1.157  -3.867  -0.7137
C  0.488  2.645  -4.640  -0.2450
C  -10.544  0.080  0.810  -0.7568
C  8.131  -0.561  1.414  -0.1315
C  4.207  -0.447  -2.023  -0.1880
C  1.674  -0.974  -0.861  -0.1847
C  -0.969  -3.032  1.181  -0.2621
C  -10.405  -0.887  1.998  -0.1222
C  8.043  1.869  1.655  -0.2084
B  2.403  -0.047  0.303  -0.4844
H  -0.966  -4.198  1.088  0.1147
H  3.050  1.446  -2.912  0.0850
H  -2.048  0.592  -0.812  -0.0822
H  -10.955  -1.504  -0.624  0.0430
H  7.029  2.133  -1.964  0.1143
H  -6.928  0.575  2.299  0.1487
H  -7.175  1.917  0.112  0.1425
H  4.862  -1.010  -2.860  0.1304
H  4.951  -0.505  -1.089  0.1181
H  0.554  -4.614  -0.482  0.1454
H  8.755  2.557  2.283  0.1278
H  7.455  -1.499  1.677  0.1061
H  5.676  1.907  1.642  0.1200
H  4.096  -0.146  3.119  0.1160
H  8.516  1.775  0.570  0.1243
H  2.545  -2.802  0.215  0.1563
H  2.162  -0.271  2.820  0.1037
H  5.636  4.022  -0.056  0.1100
H  2.378  -1.377  -2.990  0.0761
H  -10.355  -0.020  -1.371  0.0546
H  -5.584  1.236  -0.640  0.0952
H  4.792  1.205  -3.573  0.1241
H  -2.838  0.552  2.278  0.1078
H  -3.609  1.828  0.075  0.0874
H  8.003  -0.366  0.265  0.0828
H  -1.534  -1.542  2.869  0.0804
H  6.455  3.532  2.264  0.1127
H  0.626  2.534  -5.796  0.0565
H  1.836  -4.046  -1.714  0.1266
H  -6.731  -0.637  0.832  0.1334
H  -11.112  -1.719  1.895  0.0427
H  -1.344  -3.402  3.510  0.0942
H  9.261  -0.885  1.608  0.1034
H  -4.167  1.519  3.331  0.1389
H  0.498  -1.508  1.935  0.0926
H  -10.625  -0.388  2.950  0.0543
H  7.497  3.901  -0.333  0.1101
H  -0.538  3.199  -4.424  0.0711
H  -1.611  -2.470  0.387  0.0365
H  4.604  3.257  -2.165  0.1245
H  1.123  -3.271  2.003  0.1381
H  2.845  1.783  1.180  0.1194
H  -9.238  -1.102  -0.517  0.0521
H  3.303  -2.455  -1.783  0.1362
H  4.025  2.378  -0.601  0.0952
H  1.397  3.298  -4.253  0.0626
H  3.227  -1.837  2.847  0.1119
H  -11.608  0.352  0.767  0.0921
H  -9.400  -1.322  2.070  0.0530
H  6.455  0.998  -0.573  0.0874
H  -3.330  3.080  1.519  0.1377